1.
Below is C42H49Cl2N3O6P2Sr as an isolated structure in a non-equilibrium geometry, with properties calculated with the ωB97M-V functional and the def2-TZVPD basis.

Geometry as XYZ:
```
105
C42H49Cl2N3O6P2Sr (the ωB97M-V functional and the def2-TZVPD basis)
Sr 0.702 0.075 -0.763
C 0.086 1.016 3.270
P -0.034 -0.351 2.048
C -1.797 -0.805 2.403
N -2.112 -1.057 3.653
C -3.391 -1.371 3.953
C -3.758 -1.647 5.290
C -5.053 -1.962 5.582
C -6.030 -2.020 4.561
C -5.704 -1.747 3.264
C -4.373 -1.405 2.935
N -4.047 -1.080 1.665
C -2.796 -0.799 1.377
P -2.391 -0.229 -0.346
C -3.746 1.011 -0.476
C -3.042 -1.636 -1.429
C -2.702 -1.222 -2.866
C -2.235 -2.880 -1.045
C -4.533 -1.951 -1.337
C 0.939 -1.735 2.887
C 0.928 -1.733 4.415
C 2.377 -1.521 2.395
C 0.381 -3.066 2.370
H -0.406 0.737 4.199
H -0.389 1.898 2.841
H 1.135 1.251 3.445
H -2.992 -1.599 6.053
H -5.343 -2.169 6.604
H -7.047 -2.282 4.820
H -6.440 -1.784 2.472
H -4.705 0.545 -0.264
H -3.739 1.452 -1.473
H -3.566 1.804 0.251
H -1.638 -1.016 -2.984
H -3.249 -0.322 -3.157
H -2.979 -2.019 -3.562
H -1.167 -2.668 -1.093
H -2.458 -3.697 -1.738
H -2.486 -3.216 -0.035
H -5.148 -1.121 -1.684
H -4.829 -2.208 -0.325
H -4.742 -2.808 -1.985
H 1.417 -0.847 4.822
H 1.476 -2.611 4.770
H -0.088 -1.783 4.796
H 2.751 -0.547 2.723
H 2.428 -1.539 1.307
H 3.046 -2.290 2.792
H -0.567 -3.300 2.858
H 1.080 -3.879 2.589
H 0.212 -3.036 1.291
O 0.019 2.214 -1.058
C 0.139 2.725 -2.398
C 0.005 1.470 -3.370
O -0.218 1.689 -4.548
O 0.167 0.349 -2.791
C -0.977 3.698 -2.720
C -2.040 3.874 -1.842
C -3.101 4.710 -2.166
C -3.109 5.381 -3.377
C -2.044 5.220 -4.254
C -0.985 4.389 -3.931
C 1.525 3.341 -2.555
C 2.603 2.576 -2.993
C 3.878 3.121 -3.042
C 4.090 4.435 -2.656
C 3.023 5.205 -2.216
C 1.749 4.660 -2.164
H 0.434 2.852 -0.459
H -2.036 3.354 -0.894
H -3.922 4.827 -1.469
H -3.937 6.030 -3.636
H -2.038 5.741 -5.203
H -0.162 4.262 -4.619
H 2.441 1.550 -3.302
H 4.709 2.516 -3.386
H 5.085 4.862 -2.699
H 3.183 6.233 -1.916
H 0.919 5.269 -1.824
Cl 8.096 1.932 0.815
C 6.508 1.413 0.338
C 6.392 0.414 -0.642
C 5.155 -0.014 -1.029
Cl 5.002 -1.231 -2.252
C 3.933 0.509 -0.476
O 2.802 0.078 -0.847
C 4.109 1.528 0.514
C 2.969 2.136 1.136
O 1.783 1.867 0.955
C 5.392 1.962 0.896
H 7.282 -0.009 -1.088
H 3.222 2.933 1.863
H 5.484 2.741 1.644
C 3.299 -5.267 -0.518
N 2.115 -4.462 -0.726
C 0.855 -5.171 -0.855
C 2.165 -3.127 -0.758
O 1.188 -2.389 -0.848
H 3.463 -5.937 -1.365
H 3.187 -5.873 0.383
H 4.172 -4.627 -0.406
H 0.981 -6.013 -1.537
H 0.109 -4.494 -1.259
H 0.514 -5.546 0.113
H 3.187 -2.730 -0.706
```

ΔE to the lowest compared entry with this formula, charge and spin   12.40 kcal/mol
Net charge   0
LUMO energy   -0.79 eV
Molecular weight   912.3 Da
DFT total energy   -3879.542331 Ha
Highest occupied orbital energy   -7.8963 eV

2.
Below is C42H50BiBrFN6O7P as an isolated structure in a non-equilibrium geometry, with properties calculated with the ωB97M-V functional and the def2-TZVPD basis.

Geometry as XYZ:
```
109
C42H50BiBrFN6O7P (the ωB97M-V functional and the def2-TZVPD basis)
Bi 0.125 0.168 0.128
C 1.478 5.672 5.558
C 0.831 4.384 6.064
N 0.305 3.576 4.985
C 1.147 2.702 4.367
C 0.781 1.776 3.456
C 1.942 0.904 2.937
O 2.914 0.831 3.678
O 1.844 0.354 1.808
C -0.622 1.612 3.136
O -1.124 0.642 2.574
C -1.468 2.712 3.625
C -2.773 2.796 3.153
C -3.593 3.808 3.582
F -4.879 3.876 3.139
C -3.143 4.772 4.481
C -1.840 4.696 4.947
C -0.986 3.668 4.540
N -3.919 5.879 4.910
C -4.170 6.075 6.318
C -3.971 7.590 6.590
N -3.911 8.234 5.255
C -5.124 7.898 4.469
C -4.996 6.398 4.099
H 1.825 6.280 6.389
H 0.776 6.258 4.972
H 2.322 5.427 4.922
H 0.026 4.594 6.772
H 1.580 3.786 6.588
H 2.184 2.745 4.672
H -3.107 2.078 2.423
H -1.489 5.462 5.623
H -3.472 5.477 6.902
H -5.190 5.772 6.594
H -3.034 7.784 7.115
H -4.794 8.014 7.165
H -3.150 7.722 4.763
H -3.731 9.238 5.307
H -5.176 8.522 3.577
H -6.004 8.090 5.081
H -4.729 6.278 3.049
H -5.953 5.887 4.266
Br -0.480 -1.252 7.165
C -0.515 -1.610 5.300
C -1.740 -1.815 4.688
C -1.779 -2.023 3.326
C -0.597 -2.030 2.571
C 0.628 -1.859 3.232
C 0.673 -1.636 4.590
N -0.570 -2.096 1.206
C -1.448 -2.713 0.470
C -1.394 -2.540 -0.938
C -2.085 -3.360 -1.851
C -1.891 -3.180 -3.197
C -1.022 -2.170 -3.636
C -0.419 -1.366 -2.689
N -0.606 -1.542 -1.393
H -2.650 -1.796 5.270
H -2.734 -2.110 2.832
H 1.532 -1.868 2.647
H 1.618 -1.452 5.083
H -2.211 -3.372 0.889
H -2.733 -4.134 -1.468
H -2.392 -3.817 -3.913
H -0.830 -2.030 -4.688
H 0.265 -0.565 -2.929
N 1.668 0.035 -1.202
C 2.473 0.982 -1.625
C 3.284 0.725 -2.768
C 4.092 1.695 -3.305
C 4.157 2.959 -2.733
C 3.395 3.232 -1.600
C 2.570 2.280 -1.053
H 3.209 -0.257 -3.210
H 4.677 1.470 -4.188
H 4.778 3.726 -3.171
H 3.448 4.215 -1.149
H 1.957 2.495 -0.187
C -3.474 0.916 -2.124
C -3.988 1.390 -0.769
C -4.484 0.189 0.044
C -5.107 2.416 -0.972
O -2.981 2.001 0.032
P -1.643 2.759 -0.446
O -1.041 3.336 0.771
O -0.788 1.830 -1.305
O -2.276 3.875 -1.447
C -1.470 4.575 -2.394
C -0.148 4.994 -1.763
C -2.293 5.809 -2.783
C -1.212 3.698 -3.622
H -4.285 0.451 -2.684
H -2.668 0.198 -1.995
H -3.088 1.762 -2.682
H -5.250 -0.349 -0.510
H -4.896 0.525 0.993
H -3.648 -0.478 0.246
H -5.928 1.990 -1.545
H -4.698 3.271 -1.502
H -5.477 2.752 -0.007
H -0.345 5.531 -0.838
H 0.424 5.623 -2.441
H 0.430 4.108 -1.516
H -2.445 6.442 -1.913
H -3.264 5.498 -3.159
H -1.786 6.379 -3.556
H -0.732 2.778 -3.301
H -0.566 4.214 -4.327
H -2.152 3.457 -4.117
```

ΔE to the lowest compared entry with this formula, charge and spin   21.25 kcal/mol
Net charge   0
LUMO energy   -1.50 eV
Molecular weight   1089.8 Da
DFT total energy   -5715.548277 Ha
Highest occupied orbital energy   -4.5027 eV

3.
Below is C42H50Cl3F5NO2P2S2ScSeSiTe as an isolated structure, with properties calculated with the ωB97M-V functional and the def2-TZVPD basis.

Geometry as XYZ:
```
111
C42H50Cl3F5NO2P2S2ScSeSiTe (the ωB97M-V functional and the def2-TZVPD basis)
Sc -0.215 0.133 -0.028
Cl -1.894 2.097 3.282
C -0.222 2.598 3.249
Cl 0.641 2.200 1.712
H 0.325 2.111 4.043
H -0.169 3.676 3.326
Cl 0.925 -1.524 -3.253
C 2.067 -2.773 -2.848
C 2.773 -3.305 -3.921
C 3.701 -4.304 -3.706
C 3.912 -4.776 -2.418
C 3.199 -4.236 -1.365
C 2.266 -3.208 -1.539
P 1.327 -2.570 -0.064
C 2.605 -2.411 1.246
C 2.963 -1.128 1.640
C 3.918 -0.910 2.625
C 4.524 -1.989 3.243
C 4.163 -3.282 2.881
C 3.212 -3.491 1.897
C 0.499 -4.141 0.392
C 0.361 -4.530 1.723
C -0.309 -5.699 2.053
C -0.857 -6.493 1.057
C -0.719 -6.121 -0.271
C -0.041 -4.956 -0.602
H 2.582 -2.925 -4.915
H 4.252 -4.715 -4.542
H 4.628 -5.566 -2.234
H 3.367 -4.630 -0.376
H 2.511 -0.265 1.174
H 4.173 0.104 2.906
H 5.264 -1.828 4.016
H 4.615 -4.131 3.377
H 2.908 -4.504 1.676
H 0.789 -3.927 2.511
H -0.406 -5.985 3.093
H -1.385 -7.403 1.316
H -1.136 -6.739 -1.057
H 0.064 -4.683 -1.643
F 0.446 -3.070 7.175
C 0.012 -2.666 5.981
C -1.138 -3.207 5.435
F -1.808 -4.146 6.109
C -1.585 -2.781 4.199
F -2.699 -3.339 3.721
C -0.906 -1.822 3.452
Se -1.584 -1.338 1.751
C 0.226 -1.285 4.046
F 0.917 -0.323 3.422
C 0.693 -1.691 5.282
F 1.791 -1.135 5.805
C -2.729 -1.786 -3.603
Te -2.005 -2.102 -1.620
C -3.930 -2.572 -0.849
H -3.118 -2.736 -3.965
H -1.896 -1.467 -4.227
H -3.508 -1.028 -3.616
H -4.513 -1.669 -0.690
H -3.777 -3.082 0.098
H -4.401 -3.239 -1.570
C -4.480 1.765 -3.567
C -4.797 1.076 -2.256
C -6.141 0.377 -2.260
O -4.803 2.096 -1.233
P -4.024 1.837 0.149
S -4.691 0.372 1.199
S -2.041 1.828 -0.421
O -4.260 3.218 0.888
C -4.420 4.563 0.368
C -5.850 4.767 -0.096
C -3.394 4.932 -0.687
H -4.395 1.034 -4.374
H -3.537 2.305 -3.486
H -5.272 2.472 -3.822
H -4.001 0.364 -2.017
H -6.934 1.098 -2.472
H -6.336 -0.080 -1.290
H -6.163 -0.397 -3.032
H -4.245 5.174 1.254
H -6.049 4.187 -0.997
H -6.015 5.824 -0.313
H -6.548 4.458 0.682
H -3.523 4.335 -1.591
H -2.381 4.787 -0.317
H -3.525 5.985 -0.944
C -0.501 1.462 -3.472
Si 0.881 2.205 -2.426
C 2.387 2.330 -3.544
C 0.451 3.940 -1.866
N 1.255 1.123 -1.079
C 2.645 1.170 -0.752
C 3.212 2.283 -0.120
C 4.561 2.315 0.207
C 5.388 1.244 -0.099
C 4.848 0.147 -0.753
C 3.501 0.117 -1.079
H -1.162 2.250 -3.842
H -1.133 0.750 -2.939
H -0.067 0.955 -4.341
H 2.064 2.564 -4.563
H 2.939 1.386 -3.577
H 3.081 3.110 -3.224
H 0.057 4.514 -2.712
H 1.342 4.461 -1.505
H -0.302 3.943 -1.078
H 2.581 3.132 0.117
H 4.967 3.189 0.701
H 6.439 1.270 0.159
H 5.475 -0.698 -1.012
H 3.098 -0.735 -1.601
```

ΔE to the lowest compared entry with this formula, charge and spin   14.86 kcal/mol
Net charge   0
LUMO energy   0.06 eV
Molecular weight   1207.9 Da
DFT total energy   -8914.554292 Ha
Highest occupied orbital energy   -7.3767 eV

4.
Below is C42H50FI2MoN10O4PSeSi as an isolated structure in a non-equilibrium geometry, with properties calculated with the ωB97M-V functional and the def2-TZVPD basis.

Geometry as XYZ:
```
113
C42H50FI2MoN10O4PSeSi (the ωB97M-V functional and the def2-TZVPD basis)
Mo 0.635 0.969 -0.659
I 2.820 5.449 0.764
C 1.136 5.108 -0.396
C 0.426 6.196 -0.957
C -0.647 5.989 -1.779
I -1.622 7.647 -2.579
C -1.080 4.671 -2.091
C -2.123 4.311 -2.986
C -2.377 3.000 -3.251
C -1.618 1.997 -2.611
N -0.686 2.306 -1.737
C -0.387 3.620 -1.488
C 0.734 3.825 -0.646
O 1.357 2.730 -0.186
H 0.751 7.202 -0.733
H -2.702 5.089 -3.466
H -3.156 2.703 -3.938
H -1.771 0.949 -2.826
C -2.459 -5.262 2.496
C -3.411 -4.264 1.849
C -4.477 -4.907 0.978
C -3.840 -5.648 -0.189
C -2.877 -4.750 -0.920
C -2.528 -5.006 -2.224
C -1.666 -4.150 -2.910
F -1.361 -4.451 -4.180
C -1.156 -3.023 -2.340
C -1.503 -2.740 -1.013
C -1.032 -1.533 -0.382
O -0.281 -0.738 -1.059
C -1.325 -1.315 0.966
C -2.128 -2.226 1.612
N -2.638 -3.302 1.029
C -2.336 -3.605 -0.298
C -0.922 -0.097 1.729
O -1.060 -0.047 2.931
O -0.471 0.911 1.008
H -3.024 -6.022 3.037
H -1.797 -4.760 3.203
H -1.837 -5.758 1.750
H -3.895 -3.670 2.624
H -5.139 -4.126 0.597
H -5.073 -5.583 1.592
H -4.609 -5.985 -0.885
H -3.319 -6.542 0.163
H -2.929 -5.870 -2.738
H -0.514 -2.352 -2.893
H -2.391 -2.057 2.649
N 1.651 0.882 -2.398
C 2.215 0.858 -3.426
C 2.921 0.797 -4.583
C 2.467 1.506 -5.732
N 2.099 2.089 -6.653
C 4.103 -0.001 -4.600
N 5.054 -0.648 -4.566
C -6.155 0.570 -3.263
Si -4.829 -0.682 -2.811
C -5.635 -2.355 -2.508
C -3.713 -0.889 -4.316
Se -3.697 -0.054 -1.009
H -6.417 0.524 -4.325
H -5.807 1.579 -3.035
H -7.065 0.398 -2.685
H -6.271 -2.674 -3.340
H -6.245 -2.314 -1.603
H -4.859 -3.113 -2.364
H -4.280 -1.249 -5.180
H -2.921 -1.614 -4.113
H -3.241 0.053 -4.610
C -0.026 3.908 3.091
C 0.421 2.887 4.133
N 1.863 2.854 4.369
C 2.363 3.529 5.558
C 2.520 5.037 5.383
C 2.684 2.240 3.469
C 4.161 2.235 3.772
N 2.301 1.676 2.375
H -1.114 3.897 3.011
H 0.383 3.672 2.108
H 0.294 4.916 3.355
H 0.083 1.891 3.843
H -0.048 3.106 5.094
H 3.311 3.087 5.857
H 1.659 3.323 6.367
H 3.068 5.263 4.467
H 3.063 5.465 6.227
H 1.550 5.531 5.324
H 4.390 1.624 4.647
H 4.535 3.242 3.959
H 4.684 1.827 2.912
H 1.298 1.776 2.243
C 5.351 -1.207 1.413
N 5.277 -0.602 0.087
C 5.084 -1.661 -0.907
N 3.928 -2.513 -0.629
C 4.066 -3.075 0.706
N 4.207 -2.059 1.748
C 2.989 -1.292 1.953
P 2.574 -0.281 0.448
C 4.233 0.414 0.016
C 2.684 -1.751 -0.732
H 5.442 -0.422 2.166
H 6.247 -1.830 1.450
H 5.977 -2.289 -0.909
H 4.975 -1.213 -1.895
H 4.958 -3.706 0.726
H 3.194 -3.694 0.929
H 3.104 -0.621 2.801
H 2.153 -1.965 2.158
H 4.455 1.241 0.691
H 4.180 0.817 -0.997
H 2.571 -1.402 -1.759
H 1.843 -2.421 -0.528
```

ΔE to the lowest compared entry with this formula, charge and spin   31.51 kcal/mol
Net charge   0
LUMO energy (alpha / beta)   -2.01 / -1.76 eV
Multiplicity   3
Molecular weight   1265.7 Da
⟨S²⟩   2.019
DFT total energy   -6274.858260 Ha
Highest occupied orbital energy (alpha / beta)   -6.6243 / -6.6031 eV